# C5H9NO

2 unconnected molecules or ions with the total composition C5H9NO (the ωB97M-V functional and the def2-TZVPD basis, the OMol25 dataset).

The LUMO energy comes out at 0.9 eV. The structure (SMILES) is OC1CC1.CC#N. As for the HOMO-LUMO gap: 10.51 eV.

```
16
Properties=species:S:1:pos:R:3:lowdin_charge:R:1
O -0.532 -0.018 -1.051 -0.06
C -0.541 -0.875 0.054 -0.40
C 0.761 -1.549 0.334 -0.11
C -0.404 -2.339 -0.221 -0.10
H -1.405 0.388 -1.127 0.07
H -1.146 -0.544 0.901 0.15
H 1.574 -1.312 -0.347 0.11
H 1.058 -1.716 1.366 0.10
H -0.358 -2.597 -1.274 0.11
H -0.902 -3.061 0.420 0.10
C 0.816 2.298 0.248 -0.06
C -0.606 2.449 -0.058 -0.28
N -1.734 2.563 -0.291 0.14
H 0.967 1.408 0.867 0.08
H 1.388 2.173 -0.675 0.09
H 1.169 3.180 0.788 0.08
```

# C37H35As2N4O2PtS

A molecular structure, C37H35As2N4O2PtS (the ωB97M-V functional and the def2-TZVPD basis, the OMol25 dataset).

The LUMO energy comes out at 2.4 eV. The net charge is -1. As for the HOMO-LUMO gap: 6.06 eV.

```
82
Properties=species:S:1:pos:R:3:lowdin_charge:R:1
Pt 0.193 0.666 0.241 0.52
C 1.365 1.565 3.157 -0.37
C 2.714 1.439 2.456 -0.40
As 2.426 1.051 0.548 1.11
C 3.099 2.638 -0.351 -0.36
C 4.376 3.149 -0.131 -0.11
C 4.789 4.303 -0.779 -0.10
C 3.928 4.948 -1.659 -0.10
C 2.660 4.438 -1.889 -0.08
C 2.243 3.283 -1.236 -0.11
C 3.835 -0.236 0.156 -0.35
C 5.064 -0.257 0.807 -0.12
C 6.022 -1.203 0.470 -0.09
C 5.758 -2.134 -0.526 -0.10
C 4.534 -2.119 -1.178 -0.09
C 3.575 -1.176 -0.834 -0.12
As 0.044 0.143 2.759 1.19
C 1.104 -1.485 2.413 -0.36
C 2.171 -1.726 3.267 -0.13
C 3.040 -2.786 3.027 -0.09
C 2.818 -3.625 1.946 -0.10
C 1.726 -3.405 1.115 -0.09
C 0.876 -2.333 1.338 -0.13
C -0.311 -0.443 4.659 -0.30
C -0.380 0.465 5.712 -0.12
C -0.726 0.055 6.994 -0.10
C -1.029 -1.277 7.237 -0.11
C -0.997 -2.187 6.189 -0.09
C -0.644 -1.770 4.913 -0.10
H 0.857 2.477 2.832 0.06
H 1.512 1.618 4.236 0.06
H 3.309 0.634 2.885 0.04
H 3.282 2.367 2.552 0.07
H 5.055 2.642 0.546 0.09
H 5.782 4.698 -0.604 0.10
H 4.251 5.850 -2.166 0.10
H 1.987 4.935 -2.576 0.10
H 1.249 2.881 -1.413 0.07
H 5.281 0.458 1.593 0.09
H 6.974 -1.215 0.988 0.10
H 6.505 -2.874 -0.788 0.10
H 4.318 -2.851 -1.946 0.10
H 2.604 -1.177 -1.319 0.09
H 2.323 -1.097 4.138 0.11
H 3.882 -2.956 3.688 0.10
H 3.491 -4.452 1.753 0.10
H 1.543 -4.066 0.276 0.10
H 0.029 -2.135 0.692 0.08
H -0.181 1.518 5.543 0.09
H -0.769 0.778 7.799 0.09
H -1.302 -1.601 8.234 0.09
H -1.255 -3.225 6.363 0.10
H -0.643 -2.483 4.096 0.10
N -2.524 6.367 3.017 0.07
C -2.526 5.317 2.083 -0.34
C -1.379 5.034 1.342 -0.04
C -1.365 3.967 0.458 -0.08
C -2.492 3.175 0.299 -0.30
C -3.636 3.446 1.036 -0.07
C -3.652 4.513 1.921 -0.03
S -2.433 1.718 -0.729 0.52
O -3.782 1.505 -1.185 -0.32
O -1.417 1.986 -1.738 -0.39
N -1.851 0.549 0.189 -0.30
C -2.422 0.172 1.541 -0.69
N -3.844 0.364 1.602 0.07
C -4.519 -0.638 1.120 -0.22
C -3.975 -1.905 0.822 -0.12
C -2.707 -2.124 1.352 -0.22
N -1.944 -1.170 1.834 -0.01
H -1.888 7.115 2.789 0.08
H -3.442 6.722 3.232 0.08
H -0.496 5.652 1.465 0.10
H -0.474 3.736 -0.110 0.08
H -4.492 2.796 0.929 0.10
H -4.543 4.717 2.504 0.11
H -5.596 -0.491 1.035 0.10
H -4.589 -2.716 0.458 0.06
H -2.325 -3.142 1.447 0.10
C -1.716 1.012 2.596 -0.21
H -1.562 2.065 2.356 0.06
H -2.226 0.897 3.552 0.08
```

# C6H13O

C6H13O in the gas phase (the ωB97M-V functional and the def2-TZVPD basis, the OMol25 dataset).

The LUMO energy (spin up / spin down) comes out at 1.1 / -1.4 eV. As for the expectation value of S²: 0.756. Its spin multiplicity is 2. As for the HOMO-LUMO gap (spin up / spin down): 11.37 / 8.74 eV.

```
20
Properties=species:S:1:pos:R:3:lowdin_spin:R:1
C -0.796 -0.261 2.209 0.08
O -1.761 0.693 1.875 0.77
C 0.558 -0.191 1.276 0.11
C 0.337 -0.409 -0.358 0.00
C 1.632 -1.130 -0.789 0.01
C 0.187 0.826 -1.261 0.00
C -0.404 0.594 -2.640 0.00
H -0.949 -1.370 1.927 0.01
H -0.295 -0.062 3.090 0.01
H 1.066 -1.121 1.767 0.00
H 1.176 0.666 1.605 0.00
H -0.630 -0.960 -0.318 0.00
H 1.718 -0.833 -1.852 0.00
H 1.572 -2.224 -0.893 0.00
H 2.236 -0.862 0.070 0.00
H -0.466 1.552 -0.717 0.00
H 1.120 1.451 -1.345 0.00
H 0.476 0.662 -3.283 0.00
H -0.798 -0.435 -2.797 0.00
H -1.223 1.409 -2.880 0.00
```

# C3H5NS2

A molecular structure, C3H5NS2 (the ωB97M-V functional and the def2-TZVPD basis, the OMol25 dataset).

The LUMO energy (spin up / spin down) comes out at -0.8 / -0.7 eV. As for the HOMO-LUMO gap (spin up / spin down): 5.73 / 5.85 eV.

```
11
Properties=species:S:1:pos:R:3:lowdin_charge:R:1
C 0.593 1.283 0.252 -0.31
C 1.133 -0.092 0.592 -0.26
C 0.262 -0.752 -0.510 -0.36
N -2.424 -0.451 -0.855 -0.77
S -3.176 -0.180 0.414 0.47
S -0.510 0.817 -1.031 0.92
H 0.721 2.162 0.849 0.05
H 2.122 0.009 0.439 0.06
H 1.006 -0.439 1.601 0.11
H 0.868 -1.032 -1.375 0.08
H -0.594 -1.326 -0.376 0.00
```

# C3H9NS2

2 unconnected molecules or ions with the total composition C3H9NS2 (the ωB97M-V functional and the def2-TZVPD basis, the OMol25 dataset).

The LUMO energy comes out at 0.3 eV. The structure (SMILES) is C=CN.CSS. As for the HOMO-LUMO gap: 9.02 eV.

```
15
Properties=species:S:1:pos:R:3:lowdin_charge:R:1
C 2.556 1.703 1.500 -0.03
C 1.597 0.809 1.265 -0.33
N 0.263 0.806 1.609 0.03
H 2.424 2.688 1.933 0.04
H 3.559 1.638 1.106 0.04
H 1.874 0.001 0.572 0.10
H 0.097 1.736 1.985 0.08
H -0.280 0.163 2.154 0.08
C -1.107 -1.251 -2.518 -0.48
S -2.601 -2.196 -2.114 0.35
S -3.277 -1.368 -0.431 0.24
H -0.527 -1.924 -3.139 0.02
H -0.467 -0.932 -1.695 0.03
H -1.362 -0.333 -3.028 0.03
H -2.747 -1.541 0.800 -0.20
```

# C35H42N2O9PdSe

A molecular structure, C35H42N2O9PdSe (the ωB97M-V functional and the def2-TZVPD basis, the OMol25 dataset).

The LUMO energy (spin up / spin down) comes out at -0.2 / -3.1 eV. As for the expectation value of S²: 6.079. Its spin multiplicity is 5. As for the HOMO-LUMO gap (spin up / spin down): 7.80 / 5.03 eV.

```
90
Properties=species:S:1:pos:R:3:lowdin_spin:R:1
Pd -0.043 1.338 0.023 1.39
C -7.353 0.778 2.339 0.01
C -6.886 0.109 1.036 0.02
C -6.803 -1.400 1.267 0.00
C -7.913 0.378 -0.077 0.01
C -5.548 0.707 0.630 0.20
C -4.391 -0.080 0.470 0.02
C -3.207 0.501 0.130 0.16
Se -1.654 -0.609 -0.119 0.16
C -1.372 -1.092 1.716 0.12
C -1.634 -2.354 2.123 0.03
C -1.381 -2.742 3.465 0.20
C -0.849 -1.796 4.334 -0.01
C -0.527 -0.498 3.975 0.19
C -0.835 -0.080 2.616 0.10
O -0.665 1.092 2.217 0.32
C 0.187 0.377 5.002 0.02
C 0.631 1.756 4.504 0.00
C -0.754 0.582 6.202 0.01
C 1.454 -0.370 5.462 0.01
C -1.651 -4.180 3.871 0.02
C -3.132 -4.505 3.618 0.01
C -1.341 -4.439 5.345 0.00
C -0.764 -5.099 3.015 0.01
C -3.080 1.937 -0.064 0.09
O -1.965 2.455 -0.285 0.35
C -4.295 2.739 0.036 0.16
C -5.452 2.085 0.388 -0.02
C -4.359 4.250 -0.208 0.01
C -3.038 4.926 -0.587 0.00
C -5.353 4.498 -1.357 0.01
C -4.878 4.927 1.072 0.01
H -8.313 0.358 2.642 0.00
H -7.480 1.854 2.222 0.00
H -6.635 0.606 3.144 0.00
H -7.783 -1.770 1.570 0.00
H -6.096 -1.650 2.060 0.00
H -6.516 -1.935 0.360 0.00
H -8.877 -0.047 0.205 0.00
H -7.599 -0.079 -1.016 0.00
H -8.055 1.445 -0.249 0.00
H -4.434 -1.150 0.617 0.00
H -2.023 -3.077 1.417 0.00
H -0.628 -2.104 5.345 0.00
H -0.210 2.388 4.227 0.00
H 1.299 1.680 3.646 0.00
H 1.173 2.243 5.317 0.00
H -1.662 1.109 5.901 0.00
H -0.248 1.183 6.959 0.00
H -1.044 -0.364 6.663 0.00
H 2.121 -0.565 4.622 0.00
H 1.225 -1.323 5.940 0.00
H 1.984 0.248 6.189 0.00
H -3.780 -3.858 4.211 0.00
H -3.333 -5.540 3.899 0.00
H -3.402 -4.390 2.567 0.00
H -1.948 -3.814 6.003 0.00
H -0.288 -4.267 5.572 0.00
H -1.563 -5.481 5.579 0.00
H -0.983 -5.003 1.951 0.00
H -0.934 -6.139 3.299 0.00
H 0.291 -4.867 3.163 0.00
H -6.355 2.672 0.486 0.00
H -2.606 4.516 -1.497 0.00
H -2.294 4.848 0.203 0.00
H -3.245 5.985 -0.755 0.00
H -5.008 4.023 -2.277 0.00
H -5.433 5.571 -1.539 0.00
H -6.351 4.121 -1.130 0.00
H -4.196 4.751 1.907 0.00
H -5.869 4.575 1.360 0.00
H -4.941 6.004 0.908 0.00
O 2.269 1.338 -3.418 0.01
C 1.781 1.025 -2.348 0.01
O 0.711 1.588 -1.872 0.16
C 2.441 -0.116 -1.576 0.01
C 3.248 -0.953 -2.332 0.00
C 3.934 -2.008 -1.760 0.01
C 3.851 -2.273 -0.402 0.00
C 3.043 -1.453 0.335 0.01
C 2.329 -0.341 -0.178 0.01
O 1.683 0.403 0.666 0.13
N 2.883 -1.733 1.769 0.00
O 1.792 -2.130 2.140 0.00
O 3.858 -1.646 2.484 0.00
N 4.768 -2.871 -2.590 0.00
O 4.839 -2.628 -3.778 0.00
O 5.372 -3.775 -2.037 0.00
H 3.348 -0.746 -3.388 0.00
H 4.395 -3.095 0.040 0.00
```